[1]
Molecular formula: CH2N2O2
Method: DFT, the ωB97M-V functional and the def2-TZVPD basis

```
7
Properties=species:S:1:pos:R:3:mulliken_charge:R:1
C 0.66 1.07 0.79 0.224
N -1.27 -1.24 -1.10 -0.042
N -0.37 0.29 0.62 -0.256
O 0.63 1.86 1.71 -0.492
O -0.25 -0.90 -0.47 0.022
H 1.61 1.10 0.08 0.252
H -1.01 -2.18 -1.63 0.292
```

Electronic energy, eV: -8137.49265
E_HOMO (alpha / beta), eV: -9.8 / -9.8
HOMO-LUMO gap (alpha / beta), eV: 7.2 / 7.2
LUMO energy (alpha / beta), eV: -2.7 / -2.7
Relative energy (zero: lowest compared OMol25 entry of this formula, charge and spin), eV: 7.878


[2]
Molecular formula: C3H3CsMgO2
Method: DFT, the ωB97M-V functional and the def2-TZVPD basis

```
10
Properties=species:S:1:pos:R:3:mulliken_charge:R:1
C -0.24 -1.38 -0.12 0.160
C -1.55 -1.55 -0.40 -0.808
H -1.85 -2.39 -1.03 0.211
H 0.48 -2.06 -0.60 0.247
H -2.31 -0.90 0.02 0.201
O 0.26 -0.50 0.75 -0.514
C 1.41 3.75 -1.14 0.140
O 0.53 4.44 -1.26 -0.136
Cs 3.84 0.98 1.11 0.715
Mg -0.56 -0.39 2.69 -0.216
```

Electronic energy, eV: -13244.80621
E_HOMO, eV: -4.6
HOMO-LUMO gap, eV: 3.4
LUMO energy, eV: -1.3


[3]
Molecular formula: C3H5HgO3
Method: DFT, the ωB97M-V functional and the def2-TZVPD basis

```
12
Properties=species:S:1:pos:R:3:mulliken_charge:R:1
H -3.73 2.18 -0.14 0.349
O -0.37 1.31 -1.44 -0.576
C -0.77 0.12 -1.68 1.052
C -2.66 1.77 -0.56 -1.040
O 0.01 -0.84 -1.42 -0.623
O -2.02 -0.12 -1.95 -0.267
C -2.96 0.98 -1.82 -0.213
Hg 1.38 0.52 -1.10 1.078
H -2.22 2.75 -0.78 0.295
H -2.43 1.12 0.29 0.352
H -2.88 1.60 -2.72 0.280
H -3.94 0.49 -1.77 0.313
```

Electronic energy, eV: -13497.98489
E_HOMO, eV: -15.1
HOMO-LUMO gap, eV: 7.2
LUMO energy, eV: -7.9
Net charge: +1
Relative energy (zero: lowest compared OMol25 entry of this formula, charge and spin), eV: 0.340


[4]
Molecular formula: C19H49Cl2O20P4Pb
Method: DFT, the ωB97M-V functional and the def2-TZVPD basis

```
95
Properties=species:S:1:pos:R:3:mulliken_charge:R:1
Pb -4.73 -2.33 -1.10 1.319
C -0.83 0.04 -1.23 -0.164
C -2.19 -0.72 -1.24 0.888
O -3.18 -0.34 -0.59 -0.846
O -2.30 -1.81 -1.89 -0.742
H -0.82 0.78 -2.03 0.237
H -0.07 -0.72 -1.41 0.386
H -0.60 0.39 -0.22 -0.122
C -1.09 3.62 -0.62 0.191
Cl -0.60 3.62 -2.35 -0.162
Cl -0.14 4.75 0.40 -0.135
H -2.16 3.84 -0.56 0.445
H -0.98 2.70 -0.06 -0.353
C -4.56 2.90 5.72 -0.745
O -3.98 1.68 5.30 -0.376
P -2.54 1.81 4.45 0.561
O -2.37 2.97 3.54 -0.548
O -1.42 1.68 5.62 -0.330
C -0.16 2.19 5.31 -0.470
O -2.40 0.42 3.63 0.006
C -3.11 0.35 2.38 -0.375
H -5.41 2.57 6.33 0.277
H -5.16 3.12 4.84 0.312
H -3.89 3.65 6.14 0.301
H 0.02 3.18 5.72 0.161
H -0.06 2.13 4.22 0.206
H 0.66 1.58 5.68 0.341
H -2.53 0.87 1.63 0.178
H -4.10 0.79 2.33 0.439
H -3.25 -0.69 2.07 -0.040
C 5.99 2.29 -2.38 -0.658
O 4.91 1.63 -3.04 -0.290
P 3.77 2.47 -3.71 0.399
O 4.31 3.37 -4.73 -0.720
O 2.78 1.27 -4.27 -0.369
C 2.12 0.42 -3.37 -0.275
O 2.95 3.11 -2.52 0.383
C 2.57 4.41 -2.52 -0.984
H 6.99 2.13 -2.78 0.296
H 5.97 2.05 -1.32 0.272
H 5.85 3.37 -2.39 0.266
H 1.04 0.43 -3.52 0.264
H 2.32 0.53 -2.31 0.000
H 2.58 -0.54 -3.59 0.316
H 2.11 4.90 -1.66 0.293
H 1.81 4.52 -3.29 0.335
H 3.53 4.89 -2.75 0.399
C -1.53 -5.34 -0.74 -0.511
O -1.73 -5.54 0.64 -0.391
P -2.27 -4.20 1.38 0.865
O -3.39 -3.38 0.75 -0.376
O -2.65 -4.68 2.85 -0.302
C -3.49 -5.78 3.14 -0.691
O -0.94 -3.33 1.65 -0.339
C -0.85 -2.47 2.85 -0.523
H -0.69 -5.87 -1.20 0.327
H -1.76 -4.35 -1.13 -0.007
H -2.36 -5.85 -1.22 0.373
H -3.29 -6.63 2.48 0.313
H -4.52 -5.48 2.94 0.286
H -3.51 -6.06 4.19 0.263
H -0.10 -2.88 3.53 0.306
H -1.85 -2.51 3.27 0.363
H -0.70 -1.42 2.60 0.148
C 4.10 0.76 4.22 -0.811
O 2.92 1.43 3.82 -0.125
P 3.09 2.76 2.89 0.723
O 4.43 3.11 2.44 -0.784
O 2.08 2.59 1.70 0.080
C 2.37 1.96 0.40 -0.312
O 2.41 3.89 3.83 -0.322
C 2.96 4.14 5.09 -0.581
H 4.85 1.54 4.26 0.362
H 4.39 -0.14 3.68 0.269
H 4.01 0.26 5.18 0.269
H 3.38 1.55 0.44 0.393
H 2.27 2.47 -0.55 0.025
H 1.57 1.23 0.31 0.202
H 3.66 3.34 5.32 0.252
H 2.19 4.09 5.87 0.174
H 3.40 5.12 5.28 0.309
O -0.82 -3.87 -8.91 -0.528
C -1.57 -3.85 -7.98 0.643
O -1.34 -3.53 -6.73 -0.211
C -0.01 -3.09 -6.31 -0.396
C -0.07 -2.86 -4.77 -0.939
C -2.93 -4.49 -8.21 -0.935
H 0.23 -2.10 -6.70 0.304
H 0.74 -3.75 -6.74 0.386
H -0.25 -3.85 -4.35 0.292
H -1.04 -2.44 -4.51 0.282
H 0.73 -2.37 -4.21 0.273
H -3.38 -4.62 -7.23 0.259
H -2.79 -5.55 -8.44 0.279
H -3.66 -4.18 -8.95 0.296
```

Electronic energy, eV: -128895.25995
E_HOMO, eV: -11.7
HOMO-LUMO gap, eV: 6.3
LUMO energy, eV: -5.4
Net charge: +1
Relative energy (zero: lowest compared OMol25 entry of this formula, charge and spin), eV: 4.861


[5]
Molecular formula: C18H30NO3PPb
Method: DFT, the ωB97M-V functional and the def2-TZVPD basis

```
54
Properties=species:S:1:pos:R:3:mulliken_charge:R:1
Pb 0.36 -0.96 0.66 1.513
C 1.59 -0.75 -1.58 0.108
O 2.10 -0.56 -2.58 -0.025
C 0.24 -3.62 0.33 0.255
O 0.32 -4.75 0.22 0.011
C -1.11 -1.14 2.92 0.111
O -1.52 -1.02 3.97 -0.019
C -1.79 -0.75 -2.72 0.577
P -1.66 -0.05 -1.01 0.276
H -2.62 2.09 -1.37 0.615
H -0.97 -0.27 -3.26 0.520
C -3.35 -0.32 -0.32 0.468
H -4.02 0.01 -1.14 0.544
C -3.09 -0.43 -3.46 -1.714
H -3.32 0.64 -3.49 0.451
H -3.96 -0.96 -3.04 0.421
H -2.98 -0.77 -4.49 0.459
C -1.56 -2.27 -2.74 -1.255
H -2.42 -2.82 -2.33 0.274
C -0.98 2.42 0.03 -1.370
H -0.64 -2.57 -2.20 0.256
H -1.44 -2.57 -3.80 0.493
C -0.75 2.19 -2.47 -1.469
H 0.10 2.22 0.12 0.228
H -1.07 3.52 -0.05 0.545
H -1.47 2.12 0.96 0.234
C -1.56 1.78 -1.24 0.520
H -0.52 3.25 -2.42 0.440
H -1.30 2.03 -3.40 0.394
H 0.21 1.66 -2.55 0.282
C -3.65 0.55 0.91 -1.460
H -2.96 0.35 1.76 0.204
H -4.67 0.32 1.25 0.474
H -3.62 1.63 0.67 0.393
C -3.64 -1.79 -0.02 -1.341
H -2.92 -2.23 0.69 0.260
H -3.66 -2.41 -0.92 0.179
H -4.63 -1.87 0.45 0.503
H 1.16 4.59 -0.02 0.047
H 1.71 4.31 0.41 -0.012
C 6.48 0.06 3.58 -1.363
C 5.17 -0.02 2.87 0.989
C 4.07 -0.53 3.55 -0.733
C 2.85 -0.61 2.89 -0.137
N 2.68 -0.22 1.61 -0.130
C 3.75 0.29 0.96 -0.210
C 5.01 0.41 1.56 -0.789
H 6.43 0.71 4.47 0.385
H 6.81 -0.93 3.94 0.390
H 7.27 0.45 2.93 0.382
H 4.14 -0.88 4.57 0.491
H 1.96 -1.00 3.41 0.446
H 3.61 0.62 -0.07 0.467
H 5.84 0.83 0.99 0.421
```

Electronic energy, eV: -41271.55852
E_HOMO (alpha / beta), eV: -22.2 / -22.2
HOMO-LUMO gap (alpha / beta), eV: 3.8 / 3.8
LUMO energy (alpha / beta), eV: -18.4 / -18.4
Net charge: +4


[6]
Molecular formula: C35H41B2ClF36O10S2
Method: DFT, the ωB97M-V functional and the def2-TZVPD basis

```
127
Properties=species:S:1:pos:R:3:mulliken_charge:R:1
C -2.38 1.71 5.26 -1.013
O -1.52 2.28 4.27 -0.766
B -1.64 1.71 3.02 1.245
O -2.81 0.98 2.85 -0.782
C -0.55 1.95 1.87 1.704
C -0.93 0.97 0.71 -2.334
C -0.88 -0.53 1.07 -0.344
C -0.97 -1.30 -0.29 -0.897
Cl 0.76 -1.64 -0.81 -0.244
C 0.91 1.58 2.26 -1.143
C 1.11 0.98 3.68 0.263
C 2.64 0.83 3.91 -1.509
F 0.62 -0.31 3.76 -0.410
O 1.90 2.62 2.11 -0.555
S 1.61 3.97 2.90 1.746
O 2.47 4.95 2.34 -0.768
O 1.82 3.92 4.32 -0.717
C -0.14 4.42 2.47 -1.259
S -0.10 6.17 1.97 -0.013
C -0.77 3.48 1.40 0.416
C -0.07 3.70 0.02 -1.544
C -0.93 3.56 -1.24 -0.660
C -1.58 4.86 -1.67 0.076
F -1.79 5.87 -0.78 -0.214
C -2.00 5.08 -2.96 0.105
F -1.29 5.77 -3.81 -0.202
F -3.13 4.66 -3.43 -0.199
B -2.35 3.78 1.41 0.980
C -3.10 4.78 2.41 -1.135
O -3.22 3.11 0.57 -1.027
H -2.28 0.62 5.35 0.325
H -3.42 2.02 5.14 0.303
H -2.06 2.12 6.22 0.295
H -3.22 1.18 2.00 0.342
H -0.25 1.08 -0.15 0.661
H -1.93 1.16 0.31 0.722
H 0.07 -0.85 1.50 0.544
H -1.71 -0.89 1.66 0.297
H -1.49 -2.25 -0.19 0.500
H -1.36 -0.68 -1.08 0.301
H 1.28 0.80 1.59 0.771
H 0.77 1.62 4.49 0.339
H 3.05 1.68 4.45 0.331
H 2.74 -0.03 4.58 0.472
H 3.18 0.59 2.99 0.342
H -0.65 4.38 3.44 0.889
H 0.14 6.87 3.10 0.164
H 0.72 2.95 -0.09 0.488
H 0.47 4.65 -0.07 0.887
H -0.24 3.32 -2.06 0.695
H -1.64 2.72 -1.23 0.268
H -2.90 5.83 2.17 0.322
H -4.19 4.66 2.36 0.431
H -2.83 4.56 3.45 0.227
H -4.01 3.65 0.46 0.257
F -2.95 -3.01 -3.82 -0.202
C -3.66 -3.53 -2.80 0.106
F -3.69 -2.58 -1.82 -0.249
C -3.04 -4.81 -2.25 0.894
F -1.83 -4.55 -1.69 -0.218
F -3.85 -5.24 -1.24 -0.364
C -2.90 -5.99 -3.23 -0.542
O -1.64 -6.16 -3.86 -0.380
C -1.35 -5.42 -4.99 0.707
F -2.47 -4.83 -5.46 -0.305
F -0.96 -6.30 -5.94 -0.295
C -0.22 -4.43 -4.75 0.276
F -0.49 -3.60 -3.73 -0.198
F -0.04 -3.65 -5.85 -0.291
H -4.69 -3.70 -3.13 0.280
H -3.01 -6.89 -2.63 0.170
H -3.71 -6.02 -3.95 0.367
H 0.71 -4.94 -4.53 0.241
F 3.04 9.80 6.02 -0.209
C 4.06 10.01 5.16 0.120
F 5.05 10.62 5.86 -0.282
C 3.65 10.88 3.98 0.823
F 3.35 12.13 4.40 -0.278
F 4.75 11.00 3.18 -0.328
C 2.51 10.36 3.10 -0.662
O 1.20 10.85 3.36 -0.369
C 0.47 10.25 4.36 0.762
F 1.05 9.10 4.75 -0.274
F -0.72 9.91 3.81 -0.287
C 0.20 11.20 5.53 0.153
F 1.35 11.67 6.05 -0.212
F -0.44 10.53 6.52 -0.257
H 4.43 9.04 4.82 0.294
H 2.73 10.72 2.09 0.420
H 2.52 9.27 3.02 0.340
H -0.41 12.04 5.22 0.246
F -2.05 -11.58 0.11 -0.199
C -2.72 -12.75 0.04 0.103
F -1.92 -13.70 0.58 -0.278
C -3.06 -13.13 -1.40 0.857
F -1.94 -13.37 -2.11 -0.268
F -3.75 -14.30 -1.35 -0.331
C -3.94 -12.14 -2.18 -0.709
O -3.28 -11.21 -3.04 -0.395
C -2.77 -10.05 -2.49 0.750
F -3.24 -9.89 -1.24 -0.300
F -3.26 -9.03 -3.22 -0.294
C -1.24 -10.00 -2.55 0.289
F -0.69 -11.07 -1.94 -0.219
F -0.80 -8.89 -1.91 -0.245
H -3.62 -12.68 0.65 0.285
H -4.53 -12.74 -2.87 0.398
H -4.66 -11.64 -1.54 0.334
H -0.90 -9.98 -3.59 0.243
F 4.16 -3.28 -3.44 -0.215
C 3.17 -2.78 -4.20 0.327
F 2.64 -3.82 -4.90 -0.287
C 3.67 -1.71 -5.17 0.789
F 4.51 -2.24 -6.08 -0.289
F 2.58 -1.27 -5.87 -0.313
C 4.32 -0.47 -4.55 -0.782
O 5.74 -0.45 -4.47 -0.406
C 6.36 -1.09 -3.41 0.791
F 5.45 -1.40 -2.47 -0.276
F 7.19 -0.19 -2.86 -0.302
C 7.18 -2.29 -3.86 0.172
F 6.42 -3.17 -4.55 -0.201
F 7.68 -2.94 -2.78 -0.258
H 2.39 -2.38 -3.55 0.180
H 4.09 0.36 -5.22 0.432
H 3.87 -0.20 -3.59 0.397
H 8.01 -1.98 -4.50 0.248
```

Electronic energy, eV: -190808.27725
E_HOMO, eV: -7.8
HOMO-LUMO gap, eV: 7.1
LUMO energy, eV: -0.7
SMILES: COB(O)[C@]1(CCCCl)[C@H]([C@H](C)F)OS(=O)(=O)[C@@H](S)[C@]1(CCC(F)=C(F)F)B(C)O.FC(F)C(F)(F)COC(F)(F)C(F)F.FC(F)C(F)(F)COC(F)(F)C(F)F.FC(F)C(F)(F)COC(F)(F)C(F)F.FC(F)C(F)(F)COC(F)(F)C(F)F


[7]
Molecular formula: C3H11N3
Method: DFT, the ωB97M-V functional and the def2-TZVPD basis

```
17
Properties=species:S:1:pos:R:3:mulliken_charge:R:1
N 2.49 -2.00 -0.61 -0.568
C 1.42 -1.34 0.08 -0.218
C 1.58 -0.15 0.61 -0.181
N 0.54 0.53 1.29 -0.528
H 2.17 -2.51 -1.42 0.247
H 2.98 -2.65 -0.01 0.223
H 0.47 -1.85 0.16 0.288
H 2.55 0.34 0.52 0.282
H 0.01 1.14 0.67 0.238
H 0.91 1.09 2.06 0.239
C -2.44 0.91 0.00 -0.807
N -1.45 1.33 -1.01 -0.536
H -3.47 1.03 -0.33 0.324
H -2.32 1.50 0.91 0.282
H -2.25 -0.13 0.27 0.309
H -1.38 0.61 -1.71 0.196
H -1.81 2.15 -1.49 0.209
```

Electronic energy, eV: -7758.66126
E_HOMO, eV: -8.3
HOMO-LUMO gap, eV: 9.4
LUMO energy, eV: 1.1
SMILES: N/C=C/N.CN
Relative energy (zero: lowest compared OMol25 entry of this formula, charge and spin), eV: 1.423


[8]
Molecular formula: C3H3FN4
Method: DFT, the ωB97M-V functional and the def2-TZVPD basis

```
11
Properties=species:S:1:pos:R:3:mulliken_charge:R:1
C 1.89 0.06 -0.08 -0.792
C 0.36 -0.02 -0.02 0.585
N -0.27 0.11 -1.18 -0.202
N -1.59 0.09 -1.11 -0.297
C -2.08 -0.06 0.10 0.577
F -3.39 -0.04 0.16 -0.212
N -1.48 -0.23 1.25 -0.317
N -0.16 -0.21 1.19 -0.154
H 2.11 1.12 -0.26 0.224
H 2.35 -0.27 0.85 0.303
H 2.27 -0.55 -0.91 0.285
```

Electronic energy, eV: -11835.22121
E_HOMO, eV: -10.2
HOMO-LUMO gap, eV: 8.9
LUMO energy, eV: -1.3
SMILES: Cc1nnc(F)nn1
Relative energy (zero: lowest compared OMol25 entry of this formula, charge and spin), eV: 0.469


[9]
Molecular formula: C31H47NO3P2SSc
Method: DFT, the ωB97M-V functional and the def2-TZVPD basis

```
86
Properties=species:S:1:pos:R:3:mulliken_charge:R:1
Sc 0.06 0.29 -0.23 -1.316
C -1.14 2.48 1.76 1.052
C -1.90 1.27 1.92 0.337
C -0.20 1.28 3.48 0.851
C -0.11 2.48 2.73 1.108
C -1.30 0.53 3.00 0.547
C -1.54 3.66 0.96 -1.812
H -2.25 3.39 0.16 0.342
H -0.66 4.14 0.49 0.377
H -2.03 4.42 1.60 0.326
C 0.77 3.62 3.05 -1.845
H 0.93 4.28 2.19 0.357
H 1.74 3.29 3.44 0.377
H 0.28 4.22 3.84 0.386
C 0.55 1.02 4.71 -1.922
H 0.37 1.82 5.43 0.357
H 1.63 0.96 4.54 0.270
H 0.24 0.08 5.17 0.457
C -1.89 -0.64 3.67 -1.608
H -2.28 -0.36 4.66 0.433
H -1.15 -1.43 3.82 0.296
H -2.73 -1.06 3.10 0.327
C -3.30 1.10 1.46 -1.655
H -3.99 1.47 2.23 0.412
H -3.53 0.03 1.29 0.285
H -3.50 1.65 0.54 0.398
C -0.11 -0.76 -4.35 -1.191
C -1.26 0.14 -4.23 0.255
C -2.64 -0.38 -4.61 -1.421
C -3.14 -1.72 -4.06 -1.197
C -2.52 -2.07 -2.74 -0.352
C -1.47 -2.90 -2.66 -0.345
C -0.61 -3.30 -3.84 -1.318
C -0.29 -2.14 -4.85 -0.857
H -2.55 -0.50 -5.69 0.564
H -2.93 -2.52 -4.78 0.363
H -3.40 0.39 -4.45 0.383
H -1.05 -2.20 -5.65 0.330
H 0.91 -0.39 -4.52 0.568
H -1.25 1.20 -4.52 0.664
H 0.67 -2.43 -5.32 0.511
H 0.33 -3.72 -3.44 0.251
H -1.23 -3.47 -1.75 0.982
H -1.08 -4.14 -4.38 0.517
H -4.23 -1.67 -3.95 0.392
H -3.14 -1.81 -1.88 0.811
P -0.59 0.52 -2.62 1.719
P -0.38 -2.21 0.88 1.829
C 0.65 -1.16 -1.63 0.007
C 0.84 -2.24 -0.55 -1.983
H 1.56 -1.01 -2.24 0.611
H -0.10 -1.66 -2.24 -0.648
H 0.67 -3.20 -1.06 0.964
H 1.90 -2.23 -0.24 0.583
C 0.44 -3.36 1.99 -1.395
H 0.34 -2.91 2.98 0.223
H 1.51 -3.47 1.76 0.457
H -0.07 -4.33 1.96 0.455
C -1.95 -3.04 0.50 -1.645
H -1.86 -4.08 0.20 0.561
H -2.52 -2.52 -0.26 0.065
H -2.56 -3.00 1.40 0.541
C 0.67 1.80 -2.96 -1.191
H 0.60 2.67 -2.30 0.372
H 0.52 2.14 -4.00 0.670
H 1.70 1.42 -2.90 0.268
C -2.12 0.76 -1.67 -0.496
H -2.19 0.24 -0.68 -0.662
H -2.89 0.26 -2.28 0.523
H -2.37 1.82 -1.62 0.420
O 1.43 1.94 0.06 -0.811
C 2.25 1.29 0.84 1.402
N 1.83 0.09 1.27 -0.004
S 2.95 -0.76 2.20 0.969
O 2.44 -0.95 3.54 -0.622
O 3.42 -1.91 1.46 -0.708
C 4.08 0.57 2.14 0.417
C 5.34 0.64 2.73 -0.896
C 6.08 1.81 2.60 -0.567
C 5.58 2.89 1.88 -0.653
C 4.31 2.83 1.28 -0.263
C 3.58 1.63 1.39 -0.430
H 5.70 -0.23 3.26 0.532
H 7.07 1.88 3.06 0.419
H 6.17 3.80 1.79 0.420
H 3.87 3.68 0.74 0.500
```

Electronic energy, eV: -90643.15402
E_HOMO (alpha / beta), eV: -8.8 / -9.0
HOMO-LUMO gap (alpha / beta), eV: 5.0 / 6.3
LUMO energy (alpha / beta), eV: -3.8 / -2.7
Net charge: +1
Relative energy (zero: lowest compared OMol25 entry of this formula, charge and spin), eV: 9.287


[10]
Molecular formula: C4H7N2OP
Method: DFT, the ωB97M-V functional and the def2-TZVPD basis

```
15
Properties=species:S:1:pos:R:3:mulliken_charge:R:1
C -0.66 -0.01 -1.45 -0.194
C 0.64 0.11 -1.23 -0.326
C -1.26 0.58 1.00 -0.387
C -1.71 0.20 -0.36 -0.399
N -0.14 0.58 1.52 -0.327
N 1.83 -1.11 0.90 -0.452
O 2.22 1.42 0.66 -0.667
P 1.23 0.37 0.47 0.667
H -0.96 -0.21 -2.46 0.386
H 1.57 -0.02 -1.92 0.256
H -2.15 0.93 1.59 0.347
H -2.34 0.94 -0.67 0.377
H -2.26 -0.78 -0.44 0.261
H 1.19 -1.78 1.17 0.222
H 2.81 -1.24 1.22 0.235
```

Electronic energy, eV: -18574.01599
Multiplicity: 3
E_HOMO (alpha / beta), eV: -5.5 / -10.0
HOMO-LUMO gap (alpha / beta), eV: 6.4 / 7.1
<S²>: 2.01
LUMO energy (alpha / beta), eV: 0.8 / -2.9
Relative energy (zero: lowest compared OMol25 entry of this formula, charge and spin), eV: 0.361